Formula: C61H109F3N4O36
Source: OMol25
Level of theory: wB97M-V/def2-TZVPD

Element x y z (Å)
C 2.870 -2.472 -3.512
C 1.555 -3.198 -3.709
C 1.642 -4.604 -4.230
C 2.193 -4.688 -5.615
N 2.636 -4.763 -6.710
H 3.428 -2.999 -2.738
H 2.739 -1.408 -3.313
H 3.434 -2.536 -4.443
H 0.796 -2.687 -4.301
H 1.176 -3.166 -2.688
H 0.702 -5.154 -4.266
H 2.267 -5.184 -3.552
C -5.855 0.815 -5.665
C -4.867 1.803 -4.947
C -4.948 1.751 -3.422
C -6.316 2.053 -2.942
N -7.391 2.273 -2.508
H -6.914 0.957 -5.450
H -5.639 -0.224 -5.416
H -5.825 0.845 -6.754
H -5.155 2.836 -5.138
H -3.851 1.630 -5.303
H -4.201 2.426 -3.004
H -4.674 0.774 -3.023
C -3.708 -0.562 3.224
C -5.100 -1.198 3.604
C -5.619 -0.778 5.012
C -4.810 -1.326 6.089
N -4.109 -1.717 6.891
H -3.347 -1.168 2.393
H -2.991 -0.569 4.044
H -3.892 0.439 2.833
H -5.079 -2.287 3.561
H -5.862 -0.929 2.873
H -6.659 -1.054 5.185
H -5.522 0.302 5.122
C 3.795 -2.597 -0.084
C 2.876 -3.870 -0.042
C 3.417 -4.995 0.866
C 3.158 -4.762 2.291
N 2.953 -4.551 3.403
H 3.771 -2.300 0.964
H 3.406 -1.802 -0.719
H 4.825 -2.792 -0.384
H 2.792 -4.352 -1.016
H 1.837 -3.678 0.226
H 4.494 -5.084 0.720
H 2.892 -5.934 0.696
C 8.180 0.770 -3.585
C 8.227 -0.174 -2.305
O 7.266 0.312 -1.338
C 5.972 0.183 -1.468
O 5.402 -0.440 -2.374
O 5.355 0.925 -0.411
C 3.966 1.002 -0.208
H 8.464 1.804 -3.390
H 7.213 0.843 -4.083
H 9.004 0.514 -4.251
H 9.252 -0.157 -1.936
H 7.961 -1.197 -2.572
H 3.603 2.000 -0.455
H 3.830 0.803 0.855
H 3.416 0.277 -0.809
C -0.416 4.562 -0.032
C 0.757 5.325 -0.691
O 0.297 5.817 -1.942
C 1.103 6.058 -2.956
O 2.236 5.666 -3.135
O 0.382 6.784 -3.854
C 1.032 7.164 -5.114
H -0.644 3.674 -0.622
H -1.251 5.228 0.185
H -0.141 4.239 0.972
H 1.707 4.794 -0.758
H 1.035 6.174 -0.067
H 2.062 6.823 -5.226
H 1.048 8.253 -5.165
H 0.450 6.793 -5.957
C -8.671 -0.765 1.478
C -7.990 0.354 0.661
O -6.629 0.049 0.644
C -6.028 -0.904 -0.109
O -4.796 -1.049 -0.092
O -6.935 -1.602 -0.924
C -6.490 -2.523 -1.934
H -9.021 -1.538 0.793
H -9.557 -0.395 1.994
H -8.003 -1.312 2.142
H -8.223 1.270 1.204
H -8.389 0.386 -0.352
H -5.757 -2.054 -2.591
H -7.362 -2.890 -2.475
H -6.088 -3.390 -1.411
C 0.056 3.016 -6.631
C -1.474 3.145 -6.695
O -1.804 4.433 -6.138
C -2.058 4.567 -4.893
O -2.116 3.678 -4.063
O -2.313 5.894 -4.697
C -2.624 6.319 -3.397
H 0.533 3.500 -7.483
H 0.462 2.025 -6.835
H 0.471 3.405 -5.701
H -1.872 2.276 -6.171
H -1.697 2.958 -7.746
H -2.847 5.543 -2.666
H -3.476 6.995 -3.475
H -1.824 6.951 -3.012
C 2.927 -2.100 5.954
C 1.842 -1.176 5.325
O 1.139 -0.582 6.404
C -0.003 0.083 6.115
O -0.519 0.200 4.983
O -0.403 0.641 7.272
C -1.585 1.403 7.349
H 2.543 -2.940 6.534
H 3.652 -1.602 6.599
H 3.526 -2.524 5.148
H 1.150 -1.786 4.744
H 2.284 -0.408 4.690
H -2.396 0.867 6.856
H -1.465 2.380 6.882
H -1.858 1.568 8.392
C -4.850 4.008 0.047
C -4.592 2.750 0.856
O -3.630 2.868 1.861
C -3.924 3.361 3.078
O -5.014 3.812 3.388
O -2.886 3.387 3.933
C -1.601 2.851 3.712
H -3.885 4.309 -0.359
H -5.422 4.765 0.583
H -5.484 3.835 -0.823
H -4.228 1.965 0.192
H -5.552 2.443 1.270
H -1.257 3.122 2.714
H -1.559 1.767 3.814
H -0.936 3.342 4.423
C 4.029 1.747 5.574
C 2.977 2.809 5.421
O 3.567 3.856 4.691
C 3.612 3.685 3.318
O 3.158 2.788 2.607
O 4.278 4.792 2.846
C 4.415 4.905 1.433
H 4.069 1.106 4.693
H 3.787 1.045 6.372
H 4.991 2.215 5.784
H 2.727 3.182 6.414
H 2.077 2.425 4.942
H 4.753 5.880 1.081
H 3.429 4.755 0.993
H 5.114 4.123 1.136
C -1.837 -2.350 -3.641
C -2.145 -0.821 -3.645
O -0.974 -0.067 -3.335
C -0.040 0.133 -4.321
O -0.133 -0.165 -5.494
O 0.903 1.024 -3.873
C 0.782 1.758 -2.632
H -1.239 -2.689 -4.486
H -2.832 -2.789 -3.714
H -1.350 -2.610 -2.701
H -2.854 -0.513 -2.875
H -2.517 -0.399 -4.578
H 0.455 1.174 -1.771
H 0.043 2.557 -2.676
H 1.746 2.194 -2.369
C 6.136 -1.275 2.362
C 6.760 -2.623 1.905
O 7.152 -2.622 0.529
C 7.601 -3.766 -0.014
O 7.615 -4.877 0.479
O 8.045 -3.438 -1.276
C 8.266 -4.479 -2.196
H 5.990 -1.297 3.442
H 5.174 -1.081 1.889
H 6.792 -0.442 2.110
H 5.989 -3.354 2.150
H 7.606 -2.781 2.574
H 8.962 -5.110 -1.643
H 8.856 -4.153 -3.053
H 7.320 -4.954 -2.454
C -2.483 -3.863 0.376
C -3.414 -4.460 -0.690
O -2.547 -5.316 -1.392
C -1.225 -4.993 -1.074
O -0.230 -5.445 -1.690
O -1.184 -4.053 -0.115
F -3.776 -3.485 -1.465
H -2.593 -4.455 1.285
H -2.709 -2.811 0.550
H -4.330 -4.982 -0.412
C -0.439 -1.218 1.230
C 0.362 -0.076 1.660
O -0.408 1.024 1.095
C -1.288 0.565 0.247
O -2.101 1.229 -0.414
O -1.073 -0.707 0.072
F 1.593 -0.109 1.130
H -1.099 -1.492 2.052
H 0.166 -2.081 0.952
H 0.462 -0.042 2.745
C 0.557 -5.635 5.714
C 0.264 -6.487 4.513
O -0.154 -5.619 3.508
C -0.508 -4.449 4.042
O -1.075 -3.553 3.477
O -0.122 -4.442 5.338
F -0.612 -7.460 4.753
H 1.604 -5.347 5.802
H 0.304 -6.081 6.676
H 1.224 -6.943 4.269

Results
Max |F| (eV Å⁻¹): 5.1
DFT total energy (eV): -152845.6674
Spin multiplicity: 1
LUMO energy (eV): 0.205
Gap between HOMO and LUMO (eV): 10.626

Results of the Mulliken charge analysis, in e, for atoms 1 through 5: atom 1 (C): -1.067, atom 2 (C): 0.815, atom 3 (C): -0.392, atom 4 (C): -0.044, atom 5 (N): -0.520